# C32H65BINO10

A 6-piece molecular cluster, C32H65BINO10 overall (ωB97M-V/def2-TZVPD, OMol25).

M (g/mol): 761.585
SMILES: CN(C)B(O)C1=C(I)C(=O)C=C(CCCC(=O)O)C1=O.CCOCC.CCOCC.CCOCC.CCOCC.CCOCC
Frontier orbital gap (Eh): 0.265
Strongest force on any atom (eV Å⁻¹): 1.44

Each line ends with the Löwdin charge.
Atoms and positions in Å:
C  -0.865  -5.616  1.478  -0.08
N  -0.549  -6.119  0.141  -0.10
C  0.882  -6.441  0.088  -0.09
B  -0.993  -5.205  -0.915  -0.59
O  -1.923  -5.581  -1.848  0.17
C  -0.431  -3.705  -0.945  -0.07
C  0.551  -3.215  -1.700  -0.55
I  1.513  -4.347  -3.182  1.02
C  0.977  -1.789  -1.591  -0.43
O  1.592  -1.213  -2.469  0.05
C  0.585  -1.101  -0.346  0.06
C  -0.418  -1.539  0.415  -0.12
C  -0.949  -0.870  1.646  -0.12
C  0.071  -0.028  2.419  -0.16
C  1.295  -0.844  2.826  -0.10
C  1.944  -0.243  4.062  -0.49
O  1.320  0.180  5.011  0.11
O  3.298  -0.208  4.060  0.11
C  -1.137  -2.772  -0.024  -0.29
O  -2.274  -3.021  0.356  0.12
H  -0.622  -6.372  2.213  0.09
H  -0.267  -4.722  1.717  0.08
H  -1.904  -5.324  1.550  0.09
H  1.056  -7.303  0.723  0.09
H  1.490  -5.624  0.491  0.09
H  1.208  -6.679  -0.913  0.06
H  -2.797  -5.265  -1.611  0.11
H  1.115  -0.197  -0.096  0.10
H  -1.786  -0.252  1.334  0.13
H  -1.354  -1.639  2.296  0.12
H  -0.418  0.309  3.322  0.12
H  0.356  0.822  1.811  0.11
H  1.042  -1.879  3.024  0.13
H  2.020  -0.832  2.018  0.10
H  3.627  -0.533  3.221  0.10
C  4.676  3.341  5.133  -0.07
C  5.676  2.212  4.950  -0.28
O  6.729  2.517  4.051  -0.16
C  7.557  3.603  4.420  -0.29
C  8.292  3.396  5.734  -0.08
H  4.313  3.689  4.164  0.08
H  3.827  2.995  5.722  0.08
H  5.115  4.195  5.651  0.07
H  5.168  1.352  4.521  0.09
H  6.078  1.890  5.917  0.11
H  6.981  4.535  4.444  0.11
H  8.281  3.700  3.611  0.12
H  7.610  3.390  6.586  0.07
H  9.011  4.200  5.892  0.08
H  8.826  2.445  5.727  0.08
C  -4.447  -8.359  -2.257  -0.07
C  -4.456  -8.800  -0.804  -0.28
O  -4.748  -7.754  0.106  -0.16
C  -6.019  -7.151  -0.041  -0.29
C  -7.182  -8.106  0.170  -0.08
H  -3.793  -7.496  -2.386  0.06
H  -4.088  -9.164  -2.898  0.08
H  -5.444  -8.081  -2.604  0.07
H  -3.463  -9.154  -0.526  0.12
H  -5.145  -9.640  -0.657  0.11
H  -6.101  -6.655  -1.015  0.11
H  -6.053  -6.366  0.716  0.12
H  -7.244  -8.853  -0.623  0.07
H  -8.123  -7.555  0.180  0.08
H  -7.074  -8.634  1.119  0.08
C  -0.424  0.418  -4.099  -0.08
C  -1.362  1.176  -5.022  -0.27
O  -1.650  2.474  -4.540  -0.16
C  -0.531  3.321  -4.370  -0.29
C  0.215  3.625  -5.658  -0.07
H  -0.805  0.454  -3.076  0.08
H  -0.329  -0.625  -4.401  0.08
H  0.577  0.848  -4.097  0.07
H  -2.324  0.667  -5.080  0.12
H  -0.960  1.212  -6.041  0.11
H  0.148  2.906  -3.615  0.09
H  -0.926  4.250  -3.956  0.11
H  0.713  2.741  -6.059  0.07
H  0.980  4.382  -5.478  0.08
H  -0.473  3.994  -6.419  0.08
C  -2.809  3.477  -0.946  -0.07
C  -2.644  4.625  0.032  -0.27
O  -1.943  5.730  -0.506  -0.17
C  -2.541  6.369  -1.617  -0.29
C  -3.904  6.972  -1.321  -0.08
H  -1.844  3.202  -1.376  0.07
H  -3.230  2.607  -0.441  0.07
H  -3.476  3.736  -1.770  0.07
H  -2.045  4.292  0.880  0.12
H  -3.614  4.942  0.432  0.11
H  -2.601  5.682  -2.470  0.10
H  -1.847  7.163  -1.898  0.12
H  -4.655  6.204  -1.128  0.07
H  -4.245  7.563  -2.171  0.08
H  -3.852  7.617  -0.442  0.08
C  1.509  5.681  -1.457  -0.07
C  1.442  5.124  -0.046  -0.27
O  0.989  3.780  0.014  -0.16
C  1.787  2.829  -0.661  -0.28
C  3.201  2.707  -0.118  -0.07
H  0.557  5.525  -1.966  0.07
H  1.725  6.749  -1.433  0.08
H  2.290  5.198  -2.049  0.07
H  0.719  5.699  0.530  0.11
H  2.409  5.228  0.460  0.11
H  1.804  3.035  -1.738  0.10
H  1.265  1.877  -0.535  0.09
H  3.790  3.604  -0.312  0.07
H  3.713  1.867  -0.589  0.08
H  3.183  2.548  0.962  0.08